{
  "formula": "C27H36N4O2",
  "method": "wB97M-V/def2-TZVPD",
  "elements": ["C", "O", "C", "C", "C", "C", "C", "N", "C", "C", "N", "C", "C", "C", "N", "C", "N", "C", "C", "C", "C", "C", "C", "C", "C", "C", "C", "C", "O", "C", "C", "C", "C", "H", "H", "H", "H", "H", "H", "H", "H", "H", "H", "H", "H", "H", "H", "H", "H", "H", "H", "H", "H", "H", "H", "H", "H", "H", "H", "H", "H", "H", "H", "H", "H", "H", "H", "H", "H"],
  "positions_angstrom": [[-3.1713, -2.8140, -1.6933], [-3.6383, -1.6016, -1.1452], [-2.8330, -0.4967, -1.2368], [-1.6700, -0.4523, -1.9898], [-0.9097, 0.6997, -2.0058], [-1.2667, 1.8306, -1.2830], [-0.3082, 3.0059, -1.3126], [0.7831, 3.0110, -0.3515], [0.4235, 3.1050, 1.0469], [0.2045, 1.7493, 1.7284], [1.4030, 0.9489, 1.5608], [1.3899, -0.2880, 2.3327], [0.3254, -1.2615, 1.9286], [-0.9742, -1.2973, 2.3914], [-1.6292, -2.2449, 1.6949], [-2.9903, -2.6683, 1.8573], [-0.8432, -2.8133, 0.7882], [0.3518, -2.2434, 0.9080], [1.4710, -2.6497, 0.0607], [1.2794, -2.8265, -1.3063], [2.3340, -3.1837, -2.1241], [3.5959, -3.3759, -1.5873], [3.7909, -3.2290, -0.2247], [2.7368, -2.8732, 0.5957], [1.6347, 0.7207, 0.1444], [1.8661, 2.0621, -0.5649], [3.1847, 2.7064, -0.1020], [4.4352, 2.0559, -0.6943], [4.7192, 0.7770, -0.1773], [-2.4699, 1.8079, -0.5669], [-2.9939, 2.9999, 0.1830], [-3.2444, 0.6452, -0.5376], [-4.5311, 0.6049, 0.2363], [-3.9362, -3.5532, -1.4579], [-2.2226, -3.1125, -1.2348], [-3.0626, -2.7497, -2.7803], [-1.3509, -1.3010, -2.5717], [-0.0085, 0.7154, -2.6022], [-0.8438, 3.9492, -1.1770], [0.1562, 3.0426, -2.3031], [1.2430, 3.6162, 1.5632], [-0.4702, 3.7202, 1.1457], [-0.6819, 1.2507, 1.3012], [0.0348, 1.9060, 2.7978], [1.2499, -0.0128, 3.3835], [2.3788, -0.7370, 2.2196], [-1.4551, -0.7326, 3.1656], [-3.6329, -2.1919, 1.1145], [-3.3349, -2.4056, 2.8560], [-3.0414, -3.7484, 1.7228], [0.2938, -2.6745, -1.7170], [2.1733, -3.3107, -3.1853], [4.4231, -3.6465, -2.2268], [4.7698, -3.3943, 0.2014], [2.8907, -2.7919, 1.6620], [0.7806, 0.2046, -0.3218], [2.5175, 0.0917, 0.0222], [1.9400, 1.8759, -1.6411], [3.2401, 2.6523, 0.9869], [3.1680, 3.7565, -0.3973], [5.2958, 2.7217, -0.5222], [4.3239, 1.9154, -1.7723], [4.7101, 0.8343, 0.7853], [-2.4201, 3.8977, -0.0175], [-4.0274, 3.1931, -0.1009], [-2.9755, 2.8143, 1.2572], [-5.2337, 1.3441, -0.1472], [-4.9898, -0.3748, 0.1485], [-4.3577, 0.8241, 1.2896]],
  "lowdin_charge": [-0.086, -0.127, -0.227, -0.014, -0.049, -0.166, -0.131, -0.122, -0.143, -0.160, -0.139, -0.136, -0.139, -0.017, -0.186, -0.006, 0.147, -0.208, -0.176, -0.030, -0.078, -0.089, -0.078, -0.038, -0.127, -0.276, -0.132, -0.264, -0.077, -0.186, -0.036, -0.154, -0.030, 0.096, 0.068, 0.094, 0.095, 0.116, 0.111, 0.124, 0.118, 0.109, 0.110, 0.125, 0.124, 0.107, 0.129, 0.069, 0.093, 0.096, 0.089, 0.101, 0.100, 0.103, 0.112, 0.109, 0.116, 0.144, 0.109, 0.121, 0.113, 0.119, 0.089, 0.061, 0.082, 0.089, 0.084, 0.071, 0.085],
  "lumo_energy_ev": 0.729,
  "de_lowest_ev": 2.053,
  "orbital_gap_ha": 0.308,
  "energy_ev": -38638.19874,
  "charge": 0,
  "molar_mass_g_mol": 448.61,
  "smiles": "COc1ccc(CN2CCN(Cc3cn(C)nc3-c3ccccc3)C[C@@H]2CCO)c(C)c1C"
}